Entry 1:
36
Properties=species:S:1:pos:R:3:forces:R:3 method="wB97M-V/def2-TZVPD" charge=0 smiles=COCCNCCOC.O.O.O.O energy_ha=-748.55516
C -0.8491 -2.4857 -1.1420 0.3 -0.2 -0.4
H 0.0384 -2.2271 1.2571 0.0 0.4 -0.1
H 2.3502 -1.9061 1.8937 -0.1 0.0 0.1
O 0.3336 -1.7949 -0.7624 -0.2 0.1 0.0
O 2.1047 2.4297 2.6006 0.3 -0.1 -0.1
H -0.0581 0.2590 1.2362 0.0 -0.2 0.0
H 0.0583 2.3751 2.3260 0.1 -0.1 0.0
H 2.9236 2.5996 4.4245 0.1 -0.1 0.1
O 0.5954 0.9415 -1.3933 -0.3 -0.2 -0.1
H -1.2764 0.8990 -1.7348 0.0 0.4 0.1
C 2.0745 -1.4865 0.9163 0.5 -0.1 -0.4
H -4.0052 0.4588 -1.9899 0.0 -0.1 0.0
H 1.0550 2.4287 0.8808 0.1 0.0 0.0
H 1.1682 2.2552 4.4427 0.1 0.1 0.0
N 2.0204 -0.0276 0.9275 -0.8 0.2 1.0
H -0.9287 -2.4200 -2.2286 0.0 0.2 0.1
H -2.6084 0.8274 -5.8941 0.0 0.1 0.0
H -2.2605 1.4155 -2.7966 0.2 0.2 0.0
H 0.3599 0.0019 -1.4572 0.3 0.0 -0.1
H -2.4864 0.2062 -4.5126 0.0 -0.1 0.0
H 2.3082 0.9572 4.0659 0.2 0.0 0.1
O -2.0503 0.8242 -5.1108 0.0 -0.1 0.2
H 1.2330 0.8869 -0.6593 0.1 0.0 -0.1
C 0.9822 1.9817 1.8712 -0.4 0.2 0.1
H 1.1357 -3.2696 0.3843 -0.1 0.1 0.1
H 2.8571 -1.7792 0.2096 0.1 0.1 0.1
C 0.8250 -2.2164 0.4912 -0.1 -0.8 0.0
O -4.8471 0.2536 -2.4294 0.0 0.0 0.0
H -0.7687 -3.5551 -0.9149 -0.1 0.1 0.2
H 2.8444 0.2994 1.4268 0.1 0.1 -0.4
H 0.8764 0.0359 2.7459 -0.2 -0.2 0.0
C 2.1278 2.0308 3.9568 -0.4 0.1 -0.3
H -5.0559 -0.6460 -2.1659 0.0 0.0 0.0
H -1.7389 -2.0463 -0.6881 0.0 -0.1 0.1
C 0.8834 0.4740 1.7414 0.5 0.2 -0.2
O -2.2215 1.0191 -1.9187 -0.1 -0.2 -0.1

---

Entry 2:
94
Properties=species:S:1:pos:R:3:forces:R:3 method="wB97M-V/def2-TZVPD" charge=-1 energy_ha=-6400.39773
H -1.1336 -6.3209 -1.1541 0.0 0.0 0.0
H -2.0523 -0.1628 4.7531 0.0 0.0 0.0
C -0.0078 6.5481 -0.5780 0.0 0.0 0.0
H 1.6151 1.9058 -4.5962 0.0 0.0 0.0
C 0.1470 -2.6382 1.8621 0.0 -0.7 0.4
H -1.8909 3.2041 -0.8396 0.0 0.0 0.1
C -3.8389 2.3316 3.3163 0.0 0.0 0.0
Ba 0.6748 0.3032 0.7875 6.4 -1.7 -1.0
C -1.3507 4.1279 -0.7450 -0.1 0.0 -0.1
C -1.4914 5.0802 -1.7448 0.0 0.1 0.0
N 0.4783 -6.0840 0.0939 0.2 0.0 0.1
H -2.1265 4.8603 -2.5934 0.0 0.0 0.0
C 3.3758 -6.6596 2.9433 0.0 0.0 0.0
C 2.0264 5.2738 4.5050 0.0 0.0 0.0
N 1.8728 -4.4278 0.3857 0.2 -0.4 -0.2
H -1.6307 5.2929 3.2871 0.0 0.0 0.0
C -0.4900 0.2828 -6.6935 -0.1 0.1 -0.4
H -4.3576 0.7104 4.6232 0.0 0.0 0.0
C 1.2044 -1.1735 -8.6763 0.0 -0.1 -0.1
H -1.3123 -7.0962 0.4393 0.0 0.0 0.0
O -1.0995 1.5530 0.3210 -3.3 1.7 -0.9
H -0.6788 -1.6339 -3.9066 0.0 0.0 0.0
H -4.8529 2.7043 3.2490 0.0 0.0 0.0
N -1.2879 -0.8777 1.1023 -3.2 -1.8 0.6
C 0.1398 5.5985 0.4194 0.0 -0.1 0.0
S -1.1247 0.4037 -8.3574 0.0 0.0 0.1
C -3.5631 1.2071 4.0802 0.0 0.0 0.0
C -3.6508 -0.9675 0.9025 0.1 0.0 0.0
H 0.7909 -8.4723 1.6507 0.0 0.0 0.0
H 0.7131 2.0435 -6.9027 0.0 0.0 0.0
C 0.7740 -4.8145 -0.3073 0.3 -0.1 0.1
H 2.1260 -3.4508 0.4538 -0.1 0.1 0.1
C 5.0043 -0.5217 0.4947 -0.3 -0.1 -0.1
O -0.1178 -0.5047 -10.5560 0.0 0.0 0.0
C -2.2682 0.7124 4.1533 0.0 0.0 0.0
C 1.1213 6.1696 5.0514 0.1 0.0 0.0
C -2.3116 1.1256 0.3294 -0.7 0.1 -0.4
O 0.2492 -3.7488 2.3932 -0.3 0.4 0.2
H 5.6337 -0.0496 -0.2493 0.0 0.0 0.0
O 1.0655 2.3619 1.5429 0.7 3.1 1.3
H 3.9410 -4.6518 2.3581 0.0 0.0 0.0
H 0.8058 5.8114 1.2409 0.0 0.1 0.1
H 1.4411 6.8712 5.8120 0.0 0.0 0.0
C 2.4968 -7.7217 2.7480 0.0 -0.1 0.0
C -2.4220 -2.8436 1.7654 0.0 -0.1 0.0
C -0.6200 -6.8831 -0.3777 -0.1 -0.1 0.0
C 0.9162 1.1623 -4.9553 -0.1 0.0 -0.1
C -0.8273 6.2925 -1.6661 0.0 0.0 0.0
C 1.6176 4.3912 3.5130 0.0 0.0 -0.1
C 0.4103 1.2411 -6.2411 0.1 -0.1 0.1
C 1.3679 0.0819 -1.5790 0.7 -0.1 -2.0
P -0.1634 3.1894 1.7197 -0.4 2.3 1.1
C -0.6022 5.2855 3.6271 0.0 0.0 -0.1
C 3.2687 -5.4858 2.2085 0.0 0.1 -0.1
Se -0.0702 -3.8132 -1.5519 -0.3 0.2 -0.3
C 1.4777 -7.6505 1.8059 -0.1 0.0 -0.1
H -1.6053 -1.4841 -6.2035 0.0 0.0 0.0
C 1.3727 -6.4799 1.0764 0.1 0.1 0.1
H -4.5586 -0.4561 0.6154 0.0 0.0 0.0
H 1.9030 -0.4311 -8.2894 0.0 0.0 0.0
H -0.2521 -7.8258 -0.7876 0.0 0.0 0.0
C -0.8954 -0.7461 -5.8500 0.0 0.0 0.1
C -1.2575 -2.1132 1.5781 0.0 -0.1 -0.1
H -0.2298 0.9847 3.5325 0.0 -0.1 0.0
C -1.5331 2.4509 2.6618 0.0 0.1 -0.2
H 0.5176 7.4918 -0.4998 0.0 0.0 0.0
C -1.2507 1.3413 3.4536 0.0 0.1 0.1
C 1.0015 0.0746 -2.7510 0.0 0.1 -0.1
C -0.5391 4.3749 0.3609 0.0 -0.2 0.1
C -2.4387 -0.3096 0.7780 -0.4 -0.1 0.1
H 4.1570 -6.7533 3.6868 0.0 0.0 0.0
C -0.3847 -0.8289 -4.5671 0.0 0.0 -0.1
H 5.5849 -1.0468 1.2429 0.0 0.0 0.0
C 0.5245 0.1290 -4.0917 0.0 0.0 0.1
H -4.5574 -2.8107 1.5203 0.0 0.0 0.0
H 0.8666 -1.7686 -7.8318 0.0 0.0 0.1
C 2.2517 -5.4118 1.2754 0.0 -0.1 -0.1
C 0.3048 4.3948 3.0552 0.1 -0.1 -0.1
H 3.0561 5.2662 4.8413 0.0 0.0 0.0
H 2.6015 -8.6171 3.3472 0.0 0.0 0.0
H -3.0431 3.8049 1.9672 -0.1 0.0 0.0
O 1.0833 -1.8620 1.4908 0.1 -2.7 1.2
H 1.7096 -1.8042 -9.4056 0.0 0.0 0.0
H -0.9375 7.0299 -2.4518 0.0 0.0 0.0
Cl 4.0653 0.7501 1.3047 0.2 0.1 0.1
O -3.3222 1.7621 0.0516 0.1 -0.1 -0.1
C 0.0494 -0.4916 -9.3614 0.1 0.1 0.1
H 2.3187 3.6942 3.0712 0.0 0.0 0.0
H -0.9089 6.8671 5.0382 0.0 0.0 0.0
Cl 3.9428 -1.6684 -0.3224 0.3 -0.1 -0.1
C -0.1973 6.1695 4.6132 -0.1 0.0 0.0
H -2.3543 -3.8419 2.1748 0.0 0.0 0.0
C -3.6304 -2.2618 1.4075 0.0 0.1 0.0
C -2.8275 2.9544 2.6007 0.1 0.0 0.1

---

Entry 3:
17
Properties=species:S:1:pos:R:3:forces:R:3 method="wB97M-V/def2-TZVPD" charge=+1 energy_ha=-673.54072
C -2.1324 1.1567 -0.8207 -1.5 -0.6 2.4
H -2.1470 0.4454 1.2744 -1.0 1.4 3.9
H 0.4916 0.3672 2.0768 0.0 -0.1 -0.2
C 1.8656 -0.7450 -0.7628 -0.1 2.9 -2.6
H 1.8589 -1.6284 -1.3664 0.1 -0.6 0.1
H 0.6119 -1.5503 0.5658 -0.4 0.1 0.2
H -3.1370 0.8812 -1.2039 0.2 0.4 0.1
H 1.2230 0.0445 -1.2707 0.1 -1.4 0.6
C 0.9110 0.4281 1.0737 -1.6 -2.1 1.8
H 2.8001 -0.1746 -0.8562 0.2 -0.8 0.7
Cl -1.9031 -1.4345 0.1184 0.2 -1.0 -0.3
H -1.4681 0.9841 -1.6432 0.7 0.6 -0.2
H 1.6016 1.1984 0.9741 1.1 1.2 -0.8
H -2.2135 2.1109 -0.2450 0.4 -0.1 -1.6
H 2.1415 -1.4121 1.1416 -0.7 0.9 0.0
C -1.9049 0.2284 0.3405 2.0 -0.5 -4.3
N 1.4007 -0.9000 0.6036 0.2 -0.1 0.2